No. 1
{"formula": "C21H21N3O6S2", "method": "wB97M-V/def2-TZVPD", "e_homo_ev": -8.8, "e_lumo_ha": -0.015, "gap_ha": 0.30669, "e_above_lowest_kj_mol": 116.9, "e_tot_ev": -60541.839, "multiplicity": 1, "symbols": ["C", "H", "O", "C", "C", "C", "C", "C", "C", "H", "H", "C", "O", "C", "H", "H", "S", "C", "N", "N", "C", "C", "C", "C", "C", "C", "C", "H", "H", "S", "O", "O", "N", "C", "H", "C", "H", "O", "C", "H", "C", "H", "H", "H", "H", "H", "H", "H", "O", "H", "H", "H", "H"], "xyz": [[5.89, 5.02, -0.72], [6.87, 5.05, -0.23], [5.02, 4.12, -0.08], [5.36, 2.81, -0.03], [6.52, 2.26, -0.58], [6.76, 0.91, -0.46], [5.85, 0.06, 0.19], [4.70, 0.62, 0.75], [4.46, 1.97, 0.64], [3.58, 2.42, 1.07], [4.00, 0.01, 1.30], [6.19, -1.37, 0.26], [7.31, -1.79, 0.07], [5.06, -2.35, 0.54], [4.52, -2.12, 1.45], [5.47, -3.36, 0.57], [3.83, -2.31, -0.83], [2.42, -1.90, 0.06], [2.31, -1.61, 1.32], [1.02, -1.36, 1.55], [0.38, -1.50, 0.43], [-1.04, -1.35, 0.20], [-1.57, -1.50, -1.08], [-2.93, -1.35, -1.27], [-3.74, -1.07, -0.19], [-3.23, -0.92, 1.08], [-1.87, -1.05, 1.29], [-1.43, -0.94, 2.27], [-3.91, -0.70, 1.89], [-5.51, -0.89, -0.42], [-6.19, -1.74, 0.50], [-5.81, -1.00, -1.82], [-5.71, 0.69, 0.12], [-7.06, 1.00, 0.57], [-7.35, 0.23, 1.29], [-7.04, 2.39, 1.21], [-8.04, 2.70, 1.50], [-6.58, 3.36, 0.30], [-5.28, 3.05, -0.16], [-5.02, 3.84, -0.87], [-5.24, 1.68, -0.83], [-4.22, 1.42, -1.11], [-5.87, 1.67, -1.73], [-4.57, 3.06, 0.68], [-6.39, 2.37, 2.10], [-7.76, 1.00, -0.27], [-3.38, -1.46, -2.25], [-0.91, -1.73, -1.90], [1.23, -1.85, -0.58], [7.65, 0.47, -0.88], [7.24, 2.88, -1.10], [5.42, 6.00, -0.63], [6.02, 4.78, -1.78]]}

=====

No. 2
{"formula": "C26H22F10N6O3Tl", "method": "wB97M-V/def2-TZVPD", "e_homo_ev": -4.9, "e_lumo_ha": 0.090, "gap_ha": 0.26887, "e_above_lowest_kj_mol": 0.0, "charge": -1, "e_tot_ev": -74267.121, "multiplicity": 1, "symbols": ["Tl", "C", "N", "C", "C", "N", "C", "C", "F", "C", "F", "C", "F", "C", "F", "C", "F", "C", "C", "N", "C", "C", "F", "C", "F", "C", "F", "C", "F", "C", "F", "H", "H", "H", "H", "H", "H", "H", "H", "H", "H", "H", "N", "C", "O", "C", "C", "H", "H", "H", "H", "H", "H", "O", "N", "N", "O", "C", "C", "C", "C", "C", "C", "H", "H", "H", "H", "H"], "xyz": [[0.84, -1.09, -0.15], [2.25, -0.18, -3.57], [1.22, 0.17, -2.60], [-0.11, -0.15, -3.13], [-0.47, -1.62, -2.93], [-0.69, -1.97, -1.54], [-1.91, -2.45, -1.16], [-1.99, -3.39, -0.12], [-0.84, -3.83, 0.43], [-3.18, -3.89, 0.37], [-3.18, -4.80, 1.35], [-4.38, -3.49, -0.19], [-5.54, -3.98, 0.27], [-4.36, -2.57, -1.21], [-5.51, -2.13, -1.74], [-3.16, -2.06, -1.67], [-3.23, -1.08, -2.61], [1.32, 1.59, -2.21], [1.05, 1.80, -0.71], [0.00, 0.97, -0.15], [-1.31, 1.28, -0.30], [-1.88, 2.37, -1.00], [-1.11, 3.27, -1.66], [-3.24, 2.59, -1.08], [-3.69, 3.65, -1.77], [-4.15, 1.75, -0.47], [-5.47, 1.98, -0.55], [-3.64, 0.68, 0.24], [-4.48, -0.16, 0.86], [-2.29, 0.47, 0.32], [-1.86, -0.58, 1.04], [2.13, 0.38, -4.51], [2.17, -1.24, -3.82], [3.24, 0.00, -3.17], [-0.15, 0.10, -4.21], [-0.86, 0.45, -2.63], [0.35, -2.24, -3.34], [-1.34, -1.84, -3.55], [0.63, 2.19, -2.82], [2.33, 1.94, -2.43], [0.89, 2.86, -0.52], [1.96, 1.53, -0.17], [4.37, -0.02, 0.53], [4.45, -0.58, -0.70], [5.06, -0.06, -1.62], [3.82, -1.96, -0.85], [2.63, -2.30, 0.04], [4.73, 0.93, 0.58], [3.64, -0.25, 1.19], [4.64, -2.66, -0.65], [3.58, -2.07, -1.91], [2.87, -2.26, 1.10], [2.29, -3.31, -0.18], [0.35, -1.68, 2.18], [0.22, -0.74, 3.02], [1.06, 0.22, 2.88], [1.99, 0.25, 1.98], [0.89, 1.36, 3.73], [-0.04, 1.35, 4.77], [-0.18, 2.48, 5.56], [0.61, 3.61, 5.33], [1.53, 3.60, 4.29], [1.67, 2.47, 3.49], [-0.65, 0.48, 4.94], [-0.90, 2.48, 6.36], [0.49, 4.48, 5.95], [2.14, 4.47, 4.10], [2.37, 2.44, 2.67]]}